P) This record from the OMol25 dataset describes C16H20F6MoN3O5S3 as an isolated structure. The level of theory is ωB97M-V with the def2-TZVPD basis set.

Values from the calculation:
HOMO-LUMO gap (spin up / spin down), eV: 5.85 / 6.27
2S+1: 3
LUMO energy (spin up / spin down), Ha: -0.4482 / -0.4327
Total charge: +3

Atoms and positions in Å:
1 Mo -0.281 -0.757 -0.219
2 F -1.992 -2.167 -4.677
3 C -2.566 -2.865 -3.723
4 F -1.999 -4.031 -3.565
5 F -3.855 -2.954 -3.885
6 S -2.277 -1.930 -2.099
7 O -0.913 -1.271 -2.188
8 O -2.322 -2.807 -0.971
9 N -3.366 -0.779 -2.114
10 S -3.001 0.522 -1.351
11 O -2.412 1.614 -2.030
12 O -2.009 0.058 -0.164
13 C -4.585 1.079 -0.396
14 F -5.494 0.171 -0.582
15 F -4.906 2.228 -0.909
16 F -4.239 1.183 0.865
17 N 0.062 -0.540 1.708
18 C -0.011 -0.540 2.897
19 N -0.085 -0.534 4.144
20 C -0.385 -1.784 4.947
21 C 0.761 -2.031 5.910
22 C 1.030 -0.807 6.780
23 C 1.338 0.416 5.921
24 C 0.205 0.715 4.957
25 H -0.550 -2.596 4.242
26 H -1.319 -1.559 5.464
27 H 1.656 -2.311 5.349
28 H 0.488 -2.893 6.521
29 H 1.866 -1.007 7.448
30 H 0.165 -0.605 7.417
31 H 2.266 0.272 5.361
32 H 1.476 1.304 6.539
33 H 0.423 1.519 4.256
34 H -0.732 0.929 5.473
35 C 0.634 3.653 -5.339
36 C 1.048 2.479 -4.519
37 C 1.011 1.185 -5.043
38 C 1.425 0.102 -4.293
39 C 1.913 0.327 -2.998
40 C 1.962 1.618 -2.444
41 C 1.519 2.672 -3.204
42 S 2.422 -1.083 -2.164
43 C 3.928 -0.677 -1.303
44 O 1.404 -1.167 -0.841
45 H 0.001 3.360 -6.173
46 H 1.526 4.135 -5.750
47 H 0.116 4.396 -4.733
48 H 0.656 1.026 -6.053
49 H 1.394 -0.899 -4.706
50 H 2.362 1.797 -1.452
51 H 1.555 3.676 -2.801
52 H 3.820 0.233 -0.720
53 H 4.665 -0.542 -2.098
54 H 4.201 -1.535 -0.690

Atom charges from the Löwdin analysis, given in e for atoms 1 to 2: 1.862 0.203

***

Q) This record from the OMol25 dataset describes C16H20F6MoN3O5S3 as an isolated structure. The level of theory is ωB97M-V with the def2-TZVPD basis set.

Values from the calculation:
HOMO-LUMO gap (spin up / spin down), eV: 6.09 / 6.37
2S+1: 3
LUMO energy (spin up / spin down), Ha: -0.4412 / -0.4310
Total charge: +3

Atoms and positions in Å:
1 Mo 0.190 -0.377 -0.646
2 F -2.173 -3.291 -3.926
3 C -0.951 -3.724 -3.731
4 F -0.129 -3.300 -4.652
5 F -0.903 -5.013 -3.564
6 S -0.319 -2.928 -2.116
7 O -0.995 -1.567 -1.991
8 O 1.107 -2.756 -2.150
9 N -0.868 -3.851 -0.940
10 S -1.042 -3.125 0.420
11 O -2.293 -2.560 0.769
12 O 0.062 -1.936 0.416
13 C -0.393 -4.295 1.822
14 F 0.092 -5.354 1.252
15 F -1.440 -4.537 2.550
16 F 0.521 -3.624 2.476
17 N 1.541 0.471 0.476
18 C 2.511 0.678 1.138
19 N 3.513 0.909 1.845
20 C 4.930 0.656 1.343
21 C 5.679 1.976 1.343
22 C 5.643 2.631 2.723
23 C 4.205 2.859 3.185
24 C 3.423 1.558 3.216
25 H 4.860 0.182 0.366
26 H 5.348 -0.054 2.057
27 H 5.243 2.642 0.593
28 H 6.703 1.766 1.031
29 H 6.177 3.579 2.696
30 H 6.165 1.995 3.445
31 H 3.701 3.572 2.526
32 H 4.175 3.276 4.192
33 H 2.370 1.680 3.461
34 H 3.867 0.829 3.894
35 C -6.199 -0.473 0.090
36 C -4.997 0.075 -0.613
37 C -4.799 -0.141 -1.975
38 C -3.686 0.368 -2.626
39 C -2.789 1.144 -1.895
40 C -2.963 1.401 -0.525
41 C -4.059 0.851 0.099
42 S -1.384 1.653 -2.749
43 C -1.111 3.360 -2.359
44 O -0.182 0.985 -1.808
45 H -6.642 -1.302 -0.458
46 H -6.957 0.309 0.181
47 H -5.950 -0.801 1.099
48 H -5.520 -0.721 -2.536
49 H -3.529 0.171 -3.680
50 H -2.299 2.056 0.028
51 H -4.223 1.043 1.152
52 H -1.149 3.519 -1.284
53 H -1.927 3.884 -2.865
54 H -0.156 3.653 -2.794

Atom charges from the Löwdin analysis, given in e for atoms 1 to 2: 1.860 0.208

***

Looking at the structures above, which would you pick as the most stable? I would pick P).